Computed, not measured: C24H36N3O3PS in the gas phase, with ωB97M-V/def2-TZVPD.

XYZ file:
```
68
Properties=species:S:1:pos:R:3:lowdin_charge:R:1
H 3.307 -2.610 3.969 0.1067
S -5.206 2.998 -2.377 0.8373
H 5.362 -1.398 0.485 0.1007
H 1.885 -0.378 -1.994 0.0959
C -2.987 2.815 -0.742 -0.0453
O -7.085 -1.388 -1.138 0.0586
H 2.799 -1.099 -3.305 0.1104
H -2.699 3.777 -1.141 0.1037
H -7.522 -2.342 1.253 0.0610
H 2.451 -4.522 2.898 0.1073
C -4.150 2.244 -1.181 -0.5337
H 2.231 -3.677 1.363 0.0927
H -1.134 3.323 1.663 0.1295
H 2.986 2.528 -0.427 0.1098
H 3.630 2.802 -2.706 0.1116
H -5.472 -2.003 2.936 0.0550
H 3.129 -2.578 -1.530 0.1060
H 0.570 -3.057 3.846 0.0723
H 0.366 -2.393 2.233 0.0639
H 4.568 -0.320 1.603 0.1065
H -0.190 2.039 0.952 0.1011
H -4.722 4.229 -2.200 -0.1305
C 1.297 3.829 -0.155 -0.2079
C 3.089 -2.463 2.911 -0.2262
H 2.567 -1.507 2.814 0.1054
C -2.164 2.189 0.218 -0.1929
H 2.882 -0.151 0.125 0.0849
C -3.706 0.351 0.278 -0.1914
H 0.961 1.416 -2.248 0.1012
C 3.722 0.679 -2.482 -0.2068
H 1.513 1.685 -0.031 0.0864
H -0.537 3.711 -1.251 0.0964
P -5.449 -3.154 1.064 0.8644
H 1.207 3.107 -2.576 0.1044
C -5.137 -1.444 0.351 -0.2942
H -1.923 0.468 1.453 0.1270
O -7.080 -3.179 1.075 -0.2860
N -6.723 -3.269 -2.674 0.1834
C 4.409 -2.389 2.120 -0.2096
C -0.895 2.834 0.716 -0.1354
C -5.898 -0.782 -0.662 -0.2769
C 4.453 -1.270 1.076 -0.2005
N -4.052 -0.866 0.786 0.1412
C 1.676 2.230 -2.121 -0.2093
C -6.888 -2.380 -1.956 -0.3419
H 1.680 4.617 -0.811 0.1136
C 3.248 -1.180 0.122 -0.1897
O -5.055 -2.809 2.611 -0.2871
C 2.966 1.950 -2.884 -0.2087
H 4.288 0.845 -1.561 0.1040
H 4.589 -3.357 1.646 0.1099
C 2.145 -3.578 2.447 -0.2788
H -0.565 4.860 0.065 0.1142
H 4.471 0.491 -3.256 0.1109
N -5.639 0.365 -1.152 0.2189
C -2.535 0.975 0.719 0.0281
H 1.642 4.079 0.851 0.1129
H 5.234 -2.227 2.815 0.1015
H 2.421 -1.789 0.484 0.0902
H 4.605 -1.606 -1.519 0.1038
C 3.528 -1.581 -1.340 -0.1984
H 2.772 1.937 -3.958 0.1090
C -4.522 0.981 -0.685 -0.2274
C 0.687 -3.279 2.785 -0.1137
H 0.025 -4.096 2.507 0.0687
C -0.232 3.859 -0.214 -0.2026
C 2.895 -0.602 -2.339 -0.2091
C 1.912 2.510 -0.623 -0.2062
```

Values from the calculation:
Orbital gap   7.84 eV
SMILES string   CCCCCCCCCCCCCCCc1cc(S)c2nc(OC#N)c(P(O)O)nc2c1
Highest occupied orbital energy   -8.816 eV

Computed, not measured: C6H9N in the gas phase, with ωB97M-V/def2-TZVPD.

XYZ file:
```
16
Properties=species:S:1:pos:R:3:lowdin_charge:R:1
C 2.106 0.272 -0.544 -0.1705
H 1.934 -1.930 -0.021 0.1040
C 0.176 -0.650 0.173 -0.2375
H -1.119 2.583 -0.348 0.0761
C 1.457 -0.959 -0.105 -0.0314
C 0.073 0.844 0.016 -0.3819
N 1.318 1.289 -0.613 0.0664
C -0.931 -1.578 0.573 -0.0464
H -0.550 -2.595 0.712 0.0773
H 3.169 0.380 -0.748 0.1035
H -2.012 1.233 0.362 0.0762
H -1.615 1.216 -1.365 0.0792
C -1.243 1.498 -0.376 -0.0455
H 0.368 1.283 0.981 0.1636
H -1.711 -1.619 -0.199 0.0844
H -1.419 -1.268 1.504 0.0825
```

Values from the calculation:
Orbital gap   9.96 eV
Energy relative to the best compared isomer or geometry (same formula, charge and spin)   1.006 eV
SMILES string   CC1=CC=N[C@H]1C
Highest occupied orbital energy   -9.124 eV

Computed, not measured: 2 unconnected molecules or ions with the total composition C6H17NO, with ωB97M-V/def2-TZVPD.

XYZ file:
```
25
Properties=species:S:1:pos:R:3:lowdin_charge:R:1
C -0.530 -1.081 0.284 -0.2646
H -1.231 1.662 -1.652 0.0896
H 0.480 -4.096 6.045 0.0493
H 1.025 -3.303 4.853 0.0382
H -0.112 3.007 -2.954 0.0731
H -1.910 -2.216 -0.993 0.0659
H -0.118 3.733 -1.322 0.0726
H 0.282 -1.431 -0.358 0.0932
H -0.063 1.037 0.501 0.1063
H 1.160 4.094 -2.405 0.0744
C 0.502 3.276 -2.097 -0.1480
H -2.655 -1.330 0.318 0.0664
H -1.857 -2.857 0.630 0.0622
O 1.301 -3.650 5.725 -0.0875
H -1.743 0.691 0.461 0.1040
C -1.785 -1.936 0.055 -0.1119
N 1.285 2.167 -1.528 -0.1167
C -0.732 0.693 -1.502 -0.1981
H 1.352 0.085 -1.508 0.1037
H 0.873 0.745 -3.013 0.1085
H -1.404 0.076 -2.098 0.1120
H -0.158 -1.233 1.302 0.0993
C -0.796 0.396 0.005 -0.2252
H 2.224 2.265 -1.872 0.0883
C 0.720 0.869 -1.933 -0.2550
```

Values from the calculation:
Orbital gap   9.55 eV
Energy relative to the best compared isomer or geometry (same formula, charge and spin)   0.921 eV
SMILES string   CCCCCNC.O
Highest occupied orbital energy   -8.843 eV

Computed, not measured: 2 unconnected molecules or ions with the total composition C3H13N2O, with ωB97M-V/def2-TZVPD.

XYZ file:
```
19
Properties=species:S:1:pos:R:3:lowdin_charge:R:1
C 0.130 -1.195 -0.083 -0.1398
H 1.652 0.219 -0.684 0.0995
H 0.999 -1.745 0.281 0.1237
N 0.721 -0.121 -1.021 0.1611
H -1.326 2.078 0.295 0.0909
C -0.905 -0.708 0.923 -0.1655
H -0.498 -0.241 1.819 0.1198
H -0.085 0.531 -1.151 0.1135
N -1.641 1.362 -0.336 -0.0070
H -1.331 -1.656 1.259 0.1256
H 0.868 -0.557 -1.921 0.1509
H 3.256 1.098 0.947 0.0791
C -2.025 0.073 0.225 -0.2577
H -2.872 0.166 0.905 0.1171
H -2.333 -0.562 -0.605 0.1198
O 2.999 0.367 0.381 -0.0205
H -2.319 1.720 -0.987 0.0904
H -0.385 -1.869 -0.768 0.1239
H 3.715 -0.257 0.263 0.0750
```

Values from the calculation:
Charge   +1
Orbital gap   10.60 eV
Energy relative to the best compared isomer or geometry (same formula, charge and spin)   0.297 eV
Highest occupied orbital energy   -13.534 eV

Computed, not measured: 2 unconnected molecules or ions with the total composition C10H13BrFN4O4S, with ωB97M-V/def2-TZVPD.

XYZ file:
```
34
Properties=species:S:1:pos:R:3:lowdin_charge:R:1
C -2.260 -2.684 -0.674 -0.7757
H 0.236 -0.191 -0.109 0.0713
C -0.027 -3.279 1.894 0.0159
O 1.766 1.576 -1.935 0.0989
H 0.419 -4.129 2.389 0.0983
O 0.909 -2.004 3.640 0.1815
N -1.777 -1.559 -0.423 0.1047
H 0.016 1.915 -3.913 0.0964
C 0.078 2.914 -3.487 -0.0393
C -2.150 0.006 2.777 0.1245
O 3.398 3.030 -2.497 0.0175
H 5.262 2.811 -1.741 0.0975
H 1.436 0.432 0.973 0.0917
C -1.372 -0.581 1.822 -0.2047
H 4.413 1.279 -2.019 0.0979
N -3.427 -0.053 2.276 -0.0624
Br -4.976 -0.791 0.045 0.9778
N 0.006 -0.732 1.970 -0.0263
C 4.307 2.303 -1.666 -0.0305
C 2.164 2.547 -2.532 -0.6242
H 0.232 -3.270 0.842 0.0805
F -4.495 0.440 2.896 0.1305
H 1.510 -1.247 0.549 0.0978
C -3.464 -0.608 1.078 -0.6478
N -2.212 -0.967 0.773 -0.0083
H -1.109 -3.388 1.983 0.0868
H -1.828 0.410 3.713 0.1617
S -2.834 -3.931 -1.322 0.9530
C 0.824 -0.437 0.763 -0.0109
H 3.972 2.312 -0.631 0.0946
H -0.437 2.948 -2.528 0.0927
H -0.378 3.626 -4.167 0.0968
C 0.357 -2.015 2.599 -0.4537
O 1.440 3.315 -3.339 0.0156
```

Values from the calculation:
Charge   +1
Orbital gap   8.53 eV
Highest occupied orbital energy   -13.032 eV

Computed, not measured: 2 unconnected molecules or ions with the total composition CH9N6, with ωB97M-V/def2-TZVPD.

XYZ file:
```
16
Properties=species:S:1:pos:R:3:lowdin_charge:R:1
H -2.373 1.831 1.895 0.0990
H -0.771 -2.042 -2.039 0.1575
N 0.063 -1.689 -1.553 0.2292
H 0.888 -1.846 -2.044 0.1023
H 3.118 -0.040 -0.520 0.1110
N -1.293 -0.247 -0.343 0.1733
C -0.107 -0.677 -0.764 -0.4532
N -1.496 1.825 1.405 -0.0452
H -1.415 0.722 -0.176 0.0461
N 2.254 -0.581 -0.616 0.0440
H -2.250 -0.687 -0.360 0.1695
H 0.837 0.476 0.625 0.1369
H 2.417 -1.477 -0.112 0.1158
N -0.411 2.132 1.939 0.0050
N 0.968 -0.054 -0.254 0.0207
H -0.429 2.355 2.918 0.0881
```

Values from the calculation:
Charge   +1
Spin multiplicity   3
Orbital gap (spin up / spin down)   8.66 / 8.47 eV
Energy relative to the best compared isomer or geometry (same formula, charge and spin)   0.216 eV
Highest occupied orbital energy (spin up / spin down)   -11.364 / -14.093 eV

Computed, not measured: 2 unconnected molecules or ions with the total composition C12H30BINO6P2, with ωB97M-V/def2-TZVPD.

XYZ file:
```
53
Properties=species:S:1:pos:R:3:lowdin_charge:R:1
O -1.306 -2.283 -0.389 -0.2102
H 1.780 2.365 -2.070 0.0561
H -0.256 -1.735 1.309 0.0869
O -3.270 -4.916 -1.464 -0.2043
C -0.421 4.094 1.147 -0.6118
C -2.415 -5.971 -1.018 -0.1978
H 4.310 2.543 3.930 -0.0588
H 4.974 1.790 0.282 0.0537
H 5.262 1.398 2.190 0.0284
C -0.409 -3.821 -2.043 -0.1729
N 3.256 2.514 3.832 -0.3931
H -1.405 -3.833 -2.492 0.1169
H -2.973 -6.564 -0.284 0.1198
H -4.893 -6.144 -1.866 0.0817
C 4.726 1.075 1.197 -0.3183
H -2.725 4.070 1.104 0.0571
H -1.389 -4.566 0.312 0.1221
H 1.031 4.107 -1.489 0.0398
H -3.820 -5.783 -3.260 0.0842
C -1.831 4.103 0.312 -0.3129
H 0.723 -2.695 -0.583 0.1220
O 0.460 2.330 -0.448 -0.1689
C -1.013 -1.336 0.627 -0.1023
H -0.705 -6.185 0.248 0.1221
P 2.795 0.956 1.408 0.9073
H -2.047 6.459 0.119 0.0739
H -4.910 -4.535 -2.625 0.0882
C 0.473 2.731 0.999 -0.3296
O 2.623 3.227 -0.114 -0.1868
H 5.110 -0.016 0.914 0.0413
B 1.547 3.098 -1.151 -0.6394
H -0.071 1.961 1.731 0.1436
H -1.927 -1.151 1.197 0.0850
H 2.071 4.694 3.261 -0.0552
O 2.161 -0.109 0.182 -0.3967
H -0.671 -0.395 0.189 0.0790
H -2.001 3.188 -0.397 0.1179
H 0.199 5.039 0.771 0.1090
C -1.159 -5.395 -0.360 -0.1724
I -0.990 4.537 3.260 0.6697
C 2.096 2.763 1.189 -0.6075
P 2.900 3.640 2.679 0.7328
H -1.256 5.545 -1.404 0.0783
H 0.314 -3.823 -2.867 0.1229
H 2.862 -0.826 0.010 0.0596
H -0.020 -1.704 -1.873 0.1311
C -4.275 -5.382 -2.349 -0.1146
H -3.126 5.448 -1.153 0.0770
O -0.154 -5.027 -1.314 -0.1454
H 4.157 4.194 2.245 0.0080
H -2.132 -6.608 -1.863 0.1242
C -0.168 -2.561 -1.209 -0.1902
C -2.092 5.494 -0.559 -0.1502
```

Values from the calculation:
Charge   -1
Orbital gap   6.37 eV
Highest occupied orbital energy   -3.876 eV

Number 1: strongest force on any atom 0.00876 Eh/bohr. Number 2: strongest force on any atom 0.01661 Eh/bohr. Number 3: strongest force on any atom 0.03578 Eh/bohr. Number 4: strongest force on any atom 0.02841 Eh/bohr. Number 5: strongest force on any atom 0.03116 Eh/bohr. Number 6: strongest force on any atom 0.06877 Eh/bohr. Number 7: strongest force on any atom 0.07614 Eh/bohr.